No. 1
C16H56N16O16 | ωB97M-V/def2-TZVPD

For the energy relative to the best compared isomer or geometry (same formula, charge and spin), the calculation gives 53.75 kcal per mole. The value obtained for the largest force on an atom is 5.2 eV/A. As for the LUMO energy: -0.2 eV. Its SMILES is NC(N)=O.NC(N)=O.NC(N)=O.NC(N)=O.NC(N)=O.NC(N)=O.NC(N)=O.NC(N)=O.OCCO.OCCO.OCCO.OCCO. The HOMO-LUMO gap comes out at 8.732 eV. The molar mass is 728.72 g/mol.

```
104
Properties=species:S:1:pos:R:3:mulliken_charge:R:1
C -3.334 -3.193 -2.828 -0.27
C -3.136 -1.929 -3.637 0.12
O -3.019 -2.153 -5.015 -0.62
O -3.538 -2.792 -1.473 -0.49
H -2.459 -3.848 -2.893 0.17
H -4.221 -3.720 -3.126 0.35
H -2.258 -1.377 -3.272 -0.03
H -4.061 -1.369 -3.617 0.13
H -2.125 -2.319 -5.340 0.33
H -2.776 -2.304 -1.152 0.12
C 1.859 -1.721 -3.369 -0.05
C 1.022 -3.038 -3.427 -0.55
O 0.587 -3.535 -2.140 -0.46
O 3.038 -1.898 -2.683 -0.67
H 1.404 -0.775 -2.943 -0.03
H 2.054 -1.525 -4.434 0.43
H 1.608 -3.849 -3.822 0.43
H 0.171 -2.790 -4.021 0.05
H -0.014 -2.870 -1.743 0.05
H 2.748 -1.719 -1.734 0.37
C -1.079 2.416 2.595 0.49
C -1.621 3.251 3.805 -0.64
O -2.224 4.410 3.338 -0.57
O -2.279 2.081 1.756 -0.53
H -0.507 1.528 2.947 0.01
H -0.386 3.008 1.982 -0.06
H -0.768 3.629 4.385 0.40
H -2.290 2.677 4.485 0.24
H -3.025 4.097 2.888 0.33
H -2.636 1.298 2.128 0.21
C 1.459 0.328 -0.166 -1.22
C 0.126 -0.067 0.359 1.90
O -0.527 -1.018 -0.528 1.55
O 2.339 -0.801 -0.306 -0.39
H 1.935 1.125 0.420 -0.18
H 1.333 0.722 -1.152 0.74
H -0.602 0.746 0.421 -0.56
H 0.266 -0.666 1.282 -0.21
H -0.763 -0.570 -1.377 -0.56
H 2.315 -1.264 0.558 0.14
C 4.181 1.582 -3.240 0.46
O 4.147 2.790 -3.613 -0.77
N 4.121 1.339 -1.898 -0.07
N 4.074 0.578 -4.150 -0.32
H 3.591 0.543 -1.580 0.13
H 4.293 2.131 -1.283 0.29
H 3.979 0.876 -5.107 0.22
H 4.416 -0.355 -4.007 0.21
C -5.058 0.527 -0.020 -0.02
O -4.011 0.444 -0.693 -0.63
N -5.454 1.727 0.396 -0.34
N -5.817 -0.506 0.160 -0.24
H -5.169 2.478 -0.222 0.29
H -6.398 1.800 0.805 0.20
H -5.350 -1.319 -0.232 0.28
H -6.801 -0.545 0.242 0.22
C -0.373 -4.598 1.182 0.64
O -0.803 -4.110 2.231 -0.82
N 0.764 -4.066 0.725 -0.16
N -0.887 -5.731 0.736 -0.45
H 1.015 -3.186 1.183 -0.09
H 1.290 -4.266 -0.137 0.24
H -1.762 -5.966 1.185 0.26
H -0.829 -6.151 -0.169 0.23
C -1.119 2.503 -1.825 0.26
O -0.338 3.165 -2.588 -0.73
N -1.704 1.248 -2.268 -0.15
N -1.610 3.017 -0.599 -0.01
H -1.681 1.156 -3.306 0.26
H -2.520 0.993 -1.795 0.32
H -2.019 2.352 0.054 -0.26
H -1.096 3.749 -0.135 0.27
C -2.857 -0.875 2.897 0.36
O -2.339 -1.197 3.894 -0.53
N -3.875 0.113 2.891 -0.49
N -2.654 -1.456 1.604 0.02
H -4.086 0.457 3.811 0.22
H -4.719 -0.030 2.361 0.21
H -1.791 -2.065 1.656 0.02
H -2.746 -0.947 0.731 -0.03
C 5.122 1.415 2.378 0.40
O 4.813 1.035 3.511 -0.72
N 4.777 0.656 1.259 -0.20
N 5.549 2.715 2.134 -0.44
H 4.545 -0.244 1.651 0.12
H 5.414 0.507 0.476 0.28
H 5.262 3.334 1.357 0.34
H 5.572 3.214 3.020 0.26
C 3.050 3.938 -0.408 0.56
O 4.224 3.566 -0.237 -0.92
N 2.333 4.335 0.710 -0.29
N 2.468 4.064 -1.628 -0.24
H 2.838 4.169 1.590 0.18
H 1.461 4.839 0.720 0.17
H 1.476 4.058 -1.793 0.10
H 3.096 3.967 -2.418 0.28
C 1.860 -1.578 3.501 0.94
O 2.426 -1.840 2.401 -0.77
N 0.783 -2.201 3.812 -0.11
N 2.384 -0.655 4.211 -0.29
H 0.388 -2.255 4.722 0.17
H 0.251 -2.663 3.048 -0.09
H 3.166 -0.209 3.785 0.14
H 2.118 -0.574 5.166 0.16
```


No. 2
C16H56N4O10 | ωB97M-V/def2-TZVPD

For the energy relative to the best compared isomer or geometry (same formula, charge and spin), the calculation gives 8.99 kcal per mole. The value obtained for the largest force on an atom is 2.1 eV/A. As for the LUMO energy: 0.2 eV. Its SMILES is COC[C@H](C)N.COC[C@H](C)N.COC[C@H](C)N.COC[C@H](C)N.O.O.O.O.O.O. The HOMO-LUMO gap comes out at 9.299 eV. The molar mass is 464.64 g/mol.

```
86
Properties=species:S:1:pos:R:3:mulliken_charge:R:1
C 4.489 -3.812 1.556 -1.60
C 3.179 -3.203 1.064 0.49
C 2.378 -2.507 2.193 -0.23
O 1.820 -3.481 3.043 -0.40
C 0.976 -2.891 3.995 -0.63
N 3.502 -2.244 0.037 -0.40
H 5.065 -3.087 2.135 0.31
H 5.170 -4.153 0.774 0.43
H 4.297 -4.698 2.164 0.35
H 2.520 -3.991 0.680 0.35
H 1.602 -1.890 1.724 0.14
H 3.044 -1.828 2.736 0.16
H 0.605 -3.558 4.781 0.36
H 0.037 -2.509 3.587 0.23
H 1.507 -2.169 4.624 0.24
H 3.949 -2.638 -0.780 0.25
H 2.700 -1.743 -0.325 0.04
C -1.727 3.628 -3.231 -1.33
C -1.740 3.989 -1.741 0.72
C -3.088 3.825 -1.012 -0.71
O -4.085 4.686 -1.479 -0.42
C -3.992 6.031 -1.057 -0.69
N -0.609 3.349 -1.046 -0.63
H -2.331 4.368 -3.761 0.34
H -2.190 2.658 -3.434 0.22
H -0.724 3.578 -3.650 0.42
H -1.554 5.066 -1.653 0.13
H -2.968 3.964 0.069 0.43
H -3.354 2.767 -1.105 0.20
H -4.953 6.534 -1.129 0.25
H -3.241 6.591 -1.619 0.27
H -3.670 6.022 -0.010 0.33
H 0.159 3.339 -1.703 0.29
H -0.890 2.380 -0.904 0.18
C 2.662 1.312 5.518 -1.17
C 1.495 2.273 5.294 0.60
C 0.230 1.563 4.809 -0.91
O 0.469 0.967 3.520 -0.08
C -0.700 0.769 2.711 -0.75
N 1.208 2.816 6.629 -0.72
H 3.583 1.862 5.716 0.37
H 2.763 0.685 4.633 0.02
H 2.492 0.744 6.433 0.44
H 1.739 3.066 4.583 0.23
H -0.529 2.349 4.759 0.36
H -0.060 0.746 5.470 0.32
H -1.295 1.684 2.735 0.41
H -1.239 -0.026 3.229 0.32
H -0.387 0.541 1.696 0.02
H 0.660 3.669 6.603 0.23
H 2.065 3.063 7.106 0.25
C -4.120 -3.619 -5.598 -1.47
C -3.150 -2.625 -4.896 0.32
C -2.616 -3.313 -3.660 -0.78
O -1.745 -2.442 -2.959 -0.23
C -1.280 -2.976 -1.727 -0.71
N -2.137 -2.299 -5.924 -0.70
H -4.949 -3.808 -4.915 0.36
H -3.606 -4.563 -5.802 0.34
H -4.475 -3.353 -6.592 0.40
H -3.544 -1.627 -4.695 0.36
H -2.111 -4.248 -3.932 0.36
H -3.406 -3.589 -2.952 0.37
H -0.531 -2.316 -1.295 0.03
H -0.794 -3.934 -1.936 0.40
H -2.086 -3.174 -1.015 0.33
H -1.648 -3.176 -6.117 0.31
H -1.400 -1.800 -5.426 0.18
O 2.027 -1.593 -2.969 -0.61
H 2.560 -1.061 -3.566 0.32
H 1.780 -0.982 -2.242 0.45
O -0.706 0.025 -3.709 -0.64
H -0.680 -0.874 -3.332 0.28
H -0.051 0.001 -4.413 0.33
O -1.424 0.435 -1.073 -0.52
H -1.263 0.435 -2.037 0.31
H -2.293 0.032 -0.971 0.24
O 1.355 -0.065 -0.872 -0.48
H 0.390 0.041 -0.857 0.27
H 1.687 0.564 -0.216 0.21
O 4.661 0.182 0.739 -0.74
H 4.012 0.589 1.330 0.30
H 4.316 -0.725 0.571 0.37
O 2.412 1.641 1.927 -0.62
H 1.988 2.403 1.520 0.25
H 1.785 1.359 2.645 0.39
```


No. 3
C16H59BrN29O14 | ωB97M-V/def2-TZVPD

For the energy relative to the best compared isomer or geometry (same formula, charge and spin), the calculation gives 0.00 kcal per mole. The value obtained for the largest force on an atom is 1.6 eV/A. As for the LUMO energy: -3.0 eV. The HOMO-LUMO gap comes out at 7.603 eV. As for the total charge: +1. The molar mass is 961.74 g/mol.

```
119
Properties=species:S:1:pos:R:3:mulliken_charge:R:1
N 1.895 -2.863 -1.166 -0.41
C 1.895 -1.553 -1.563 0.27
N 3.048 -0.836 -1.407 -0.31
N 0.842 -0.973 -2.102 0.10
C -0.547 -1.362 -1.885 -0.72
C -1.139 -1.076 -0.498 0.51
O -2.320 -1.078 -0.385 -0.49
Br -0.073 -0.591 1.049 -0.09
H 1.041 -3.328 -1.468 0.26
H 1.945 -2.918 -0.142 0.30
H 3.789 -1.507 -1.221 0.32
H 2.981 -0.282 -0.549 0.26
H 1.033 -0.249 -2.779 0.27
H -1.156 -0.751 -2.551 0.36
H -0.735 -2.387 -2.207 0.31
C 4.253 -1.564 2.443 0.60
O 3.264 -1.486 1.699 -0.64
N 4.493 -0.656 3.410 -0.32
N 5.155 -2.569 2.328 -0.37
H 5.279 -0.712 4.029 0.16
H 3.835 0.093 3.522 0.20
H 4.995 -3.264 1.623 0.19
H 5.952 -2.659 2.930 0.17
C -1.457 3.089 1.372 0.73
O -0.343 2.875 0.893 -0.63
N -1.914 4.332 1.651 -0.29
N -2.344 2.076 1.630 -0.30
H -2.823 4.505 2.033 0.13
H -1.318 5.122 1.466 0.22
H -2.079 1.136 1.395 0.04
H -3.261 2.240 1.998 0.15
C -4.180 -0.187 -4.115 0.64
O -4.644 0.813 -3.595 -0.67
N -3.714 -1.250 -3.388 -0.21
N -4.084 -0.344 -5.469 -0.36
H -3.333 -2.084 -3.810 0.13
H -3.780 -1.184 -2.388 0.14
H -4.419 0.405 -6.045 0.23
H -3.726 -1.178 -5.898 0.19
C -0.329 7.282 3.485 0.60
O -0.815 6.804 2.459 -0.76
N 0.786 8.047 3.458 -0.23
N -0.883 7.079 4.715 -0.36
H 1.191 8.453 4.281 0.16
H 1.213 8.224 2.561 0.14
H -1.715 6.523 4.765 0.22
H -0.511 7.486 5.552 0.17
C -4.680 -4.745 -3.942 0.61
O -4.014 -3.913 -4.557 -0.76
N -4.398 -6.072 -3.961 -0.24
N -5.765 -4.391 -3.202 -0.29
H -4.957 -6.750 -3.475 0.12
H -3.593 -6.369 -4.481 0.21
H -6.007 -3.418 -3.166 0.20
H -6.324 -5.060 -2.702 0.17
C 4.256 2.868 -2.592 0.64
O 5.065 2.439 -1.780 -0.71
N 4.367 4.084 -3.184 -0.37
N 3.173 2.110 -2.953 -0.31
H 3.703 4.439 -3.844 0.16
H 5.147 4.656 -2.916 0.25
H 3.110 1.230 -2.479 0.22
H 2.481 2.390 -3.621 0.14
C 3.510 5.057 1.019 0.61
O 4.267 5.858 0.487 -0.70
N 3.540 3.722 0.738 -0.26
N 2.582 5.422 1.945 -0.21
H 2.919 3.061 1.170 0.16
H 4.224 3.407 0.071 0.17
H 2.530 6.389 2.195 0.13
H 1.972 4.766 2.396 0.12
C -0.583 -7.097 -3.175 0.68
O -1.582 -6.769 -3.792 -0.67
N -0.220 -6.478 -2.004 -0.39
N 0.242 -8.099 -3.584 -0.40
H 0.587 -6.739 -1.471 0.17
H -0.828 -5.758 -1.666 0.20
H 0.011 -8.570 -4.439 0.26
H 1.061 -8.384 -3.081 0.13
C -7.816 -8.158 -2.433 0.69
O -7.233 -7.212 -1.920 -0.67
N -7.324 -9.432 -2.380 -0.39
N -8.999 -8.016 -3.092 -0.39
H -7.788 -10.219 -2.791 0.17
H -6.460 -9.571 -1.892 0.21
H -9.389 -7.093 -3.146 0.22
H -9.490 -8.779 -3.515 0.17
C 0.958 11.413 5.198 0.63
O 0.181 10.510 5.469 -0.65
N 1.332 12.352 6.119 -0.40
N 1.515 11.558 3.959 -0.29
H 1.964 13.102 5.916 0.15
H 0.939 12.277 7.038 0.22
H 1.270 10.885 3.251 0.21
H 2.152 12.296 3.728 0.16
C -1.336 -11.712 -3.458 0.66
O -0.214 -11.756 -3.934 -0.63
N -1.954 -12.810 -2.927 -0.37
N -2.055 -10.550 -3.418 -0.23
H -2.874 -12.788 -2.533 0.16
H -1.448 -13.675 -2.943 0.22
H -1.611 -9.741 -3.806 0.03
H -2.975 -10.471 -3.032 0.12
C 3.664 9.641 1.356 0.73
O 2.524 9.360 1.704 -0.69
N 4.742 9.440 2.168 -0.39
N 3.938 10.170 0.134 -0.44
H 5.681 9.660 1.899 0.16
H 4.570 9.048 3.074 0.21
H 3.166 10.313 -0.490 0.22
H 4.863 10.399 -0.172 0.16
C 2.741 -2.558 6.094 0.65
O 3.754 -2.863 5.485 -0.62
N 1.571 -2.251 5.454 -0.33
N 2.694 -2.498 7.456 -0.40
H 0.729 -1.998 5.934 0.16
H 1.574 -2.284 4.452 0.17
H 3.535 -2.720 7.956 0.23
H 1.870 -2.250 7.969 0.16
```